Run a
Density functional theory data (the ωB97M-V functional and the def2-TZVPD basis) for a gas-phase ion, C2H4BrN4O2 (charge +1).

Cartesian coordinates (Å):
N1 -0.1141 1.0562 -0.0456
N2 -0.3647 -0.2416 0.0665
C1 0.5960 -1.0968 -0.0239
C2 1.9719 -0.7501 -0.0192
N3 2.3969 0.4533 0.0112
Br1 4.1088 0.9765 -0.0534
N4 2.9173 -1.9683 0.0105
O1 2.3346 -2.9895 0.0885
O2 4.0658 -1.7539 -0.0989
H1 -0.7220 1.7331 0.3607
H2 0.7828 1.4073 -0.4832
H3 -1.2326 -0.7030 0.2399
H4 0.4839 -2.1105 -0.0483

Output
Net charge: +1
SMILES string: N/[NH+]=C\C(=N\Br)[N+](=O)[O-]

---

Run b
Density functional theory data (the ωB97M-V functional and the def2-TZVPD basis) for a molecular structure, C2H4BrN4O2.

Cartesian coordinates (Å):
C1 0.6997 -0.5801 -0.8263
C2 -1.5049 -1.1973 -0.1260
N1 1.7623 -0.2544 -0.2544
N2 -0.6314 -0.3190 -0.3757
N3 -1.0291 1.4701 0.0022
N4 2.0460 0.4180 0.7763
O1 -0.4362 2.0904 -0.7101
O2 -1.6210 1.4160 1.0181
Br1 -3.3030 -0.8155 -0.0557
H1 0.7717 -1.2322 -1.7743
H2 -1.2614 -2.3294 -0.0881
H3 3.0187 0.6085 0.8508
H4 1.4886 0.7248 1.5631

Output
Net charge: +1

---

Which of them is most stable, and which least? Most stable: run a; least stable: run b.

---

Run a
Density functional theory data (the ωB97M-V functional and the def2-TZVPD basis) for a molecular structure, C25H43AsMoNO5Si4Te.

Cartesian coordinates (Å):
Mo1 0.1404 -0.4012 2.3899
O1 -5.1685 -1.1634 5.5048
C1 -4.0832 -0.9106 4.7996
C2 -3.3923 0.3147 4.8372
C3 -2.2803 0.4382 4.0415
N1 -1.8698 -0.5376 3.2404
C4 -2.4638 -1.7305 3.2654
C5 -3.5828 -1.9703 4.0158
C6 -1.6442 -2.7440 2.5153
O2 -1.8902 -3.8820 2.3298
O3 -0.4608 -2.1431 2.1060
C7 -1.2834 1.5655 4.0551
O4 -1.3680 2.6007 4.6096
O5 -0.1634 1.1672 3.3338
H1 -5.4425 -0.4278 6.0710
H2 -3.6888 1.1235 5.4938
H3 -4.0491 -2.9461 4.0497
C8 -4.8191 2.9998 -1.6306
Si1 -3.8453 3.5135 -3.0822
C9 -4.1693 2.7609 -4.7055
C10 -2.6152 4.8402 -2.8997
Si2 -0.8830 0.0490 -1.9121
Te1 0.5237 0.7058 -0.0566
Si3 0.4444 0.6914 -3.8253
C11 1.8522 -0.5224 -3.7060
C12 -0.6095 0.3909 -5.3292
C13 0.9738 2.4658 -3.6333
Si4 -2.3136 -1.8448 -1.5737
C14 -1.0442 -3.1678 -1.2436
C15 -3.2992 -2.1428 -3.1195
C16 -3.3790 -1.4277 -0.1026
H4 -5.5944 3.7611 -1.4673
H5 -4.2099 2.9809 -0.7250
H6 -5.3227 2.0449 -1.7770
H7 -5.0116 3.3125 -5.1505
H8 -4.4874 1.7201 -4.6324
H9 -3.3288 2.8626 -5.3919
H10 -3.1567 5.7969 -2.8834
H11 -1.9116 4.8783 -3.7308
H12 -2.0795 4.7744 -1.9506
H13 1.5267 -1.5529 -3.8586
H14 2.3830 -0.4571 -2.7561
H15 2.5619 -0.2834 -4.5043
H16 -1.0033 -0.6264 -5.3569
H17 0.0056 0.5206 -6.2242
H18 -1.4452 1.0882 -5.4088
H19 1.2379 2.7261 -2.6073
H20 0.2031 3.1559 -3.9816
H21 1.8600 2.6376 -4.2500
H22 -0.4804 -3.4239 -2.1420
H23 -1.5695 -4.0708 -0.9168
H24 -0.3445 -2.8892 -0.4541
H25 -2.6654 -2.2110 -4.0049
H26 -4.0525 -1.3711 -3.2877
H27 -3.8282 -3.0954 -3.0277
H28 -2.7727 -0.9579 0.6721
H29 -3.8351 -2.3322 0.3075
H30 -4.1840 -0.7417 -0.3713
C17 3.4579 0.2263 3.9891
As1 2.7726 -0.6478 2.4099
C18 3.1632 -2.5188 2.6931
C19 3.9244 -0.0721 0.9364
C20 5.3723 -0.2902 1.2708
C21 6.1227 0.7359 1.8393
C22 7.4545 0.5300 2.1679
C23 8.0465 -0.7027 1.9312
C24 7.3073 -1.7271 1.3558
C25 5.9760 -1.5218 1.0262
H31 4.5286 0.0342 4.0456
H32 2.9629 -0.1840 4.8676
H33 3.2799 1.2985 3.9352
H34 4.2286 -2.6199 2.8948
H35 2.8998 -3.0970 1.8096
H36 2.5922 -2.8790 3.5470
H37 3.7046 0.9824 0.7626
H38 3.6131 -0.6373 0.0563
H39 5.6701 1.7062 2.0135
H40 8.0331 1.3354 2.5999
H41 9.0860 -0.8614 2.1835
H42 7.7714 -2.6831 1.1536
H43 5.4113 -2.3188 0.5541

Output
Net charge: +3

---

Run b
Density functional theory data (the ωB97M-V functional and the def2-TZVPD basis) for a molecular structure, C25H43AsMoNO5Si4Te.

Cartesian coordinates (Å):
Mo1 0.4446 -0.7949 0.2458
O1 -5.1743 0.6591 2.4197
C1 -3.9953 0.4098 1.8832
C2 -3.1202 1.4102 1.4196
C3 -1.9263 1.0021 0.8779
N1 -1.6047 -0.2796 0.7643
C4 -2.3904 -1.2294 1.2665
C5 -3.6046 -0.9444 1.8300
C6 -1.6974 -2.5631 1.2296
O2 -2.1239 -3.6114 1.5612
O3 -0.3932 -2.3791 0.7805
C7 -0.7720 1.8780 0.4697
O4 -0.7418 3.0521 0.3981
O5 0.3343 1.0634 0.2295
H1 -5.3807 1.6029 2.4762
H2 -3.3499 2.4644 1.5116
H3 -4.2341 -1.7153 2.2539
C8 -3.2942 0.7506 -8.2484
Si1 -1.9554 -0.0183 -9.2152
C9 -2.2206 -1.6267 -10.0242
C10 -0.4151 0.9121 -9.4901
Si2 -0.0649 -2.7478 -3.6023
Te1 1.2727 -1.2325 -2.3080
Si3 1.2928 -3.3300 -5.4888
C11 2.5082 -4.5204 -4.7281
C12 0.1736 -4.1498 -6.7358
C13 2.0994 -1.7854 -6.1545
Si4 -1.8615 -3.9638 -2.5802
C14 -0.9738 -5.0280 -1.3356
C15 -2.6886 -4.9747 -3.9038
C16 -2.9945 -2.6698 -1.8536
H4 -3.7744 1.4911 -8.9042
H5 -2.9142 1.3071 -7.3904
H6 -4.0606 0.0412 -7.9402
H7 -2.7378 -1.4169 -10.9728
H8 -2.8795 -2.2818 -9.4535
H9 -1.2898 -2.1344 -10.2751
H10 -0.6280 1.6568 -10.2708
H11 0.4007 0.2870 -9.8509
H12 -0.1073 1.4760 -8.6081
H13 2.0242 -5.4195 -4.3426
H14 3.0829 -4.0603 -3.9233
H15 3.2136 -4.8368 -5.5018
H16 -0.3732 -4.9900 -6.3062
H17 0.7734 -4.5418 -7.5614
H18 -0.5548 -3.4523 -7.1552
H19 2.4668 -1.1268 -5.3664
H20 1.4135 -1.2132 -6.7823
H21 2.9576 -2.0644 -6.7711
H22 -0.3752 -5.7911 -1.8370
H23 -1.7151 -5.5457 -0.7202
H24 -0.3263 -4.4634 -0.6659
H25 -1.9799 -5.6174 -4.4283
H26 -3.2114 -4.3590 -4.6371
H27 -3.4295 -5.6291 -3.4365
H28 -2.4388 -1.8775 -1.3493
H29 -3.6799 -3.1321 -1.1384
H30 -3.5980 -2.2026 -2.6338
C17 3.5667 0.2676 1.8953
As1 2.9396 -1.2385 0.8611
C18 2.9599 -2.7210 2.1016
C19 4.3548 -1.6213 -0.4346
C20 5.6815 -1.7924 0.2478
C21 6.5263 -0.7000 0.4282
C22 7.7417 -0.8543 1.0784
C23 8.1229 -2.1014 1.5533
C24 7.2906 -3.1967 1.3685
C25 6.0752 -3.0429 0.7188
H31 4.5722 0.0437 2.2488
H32 2.9027 0.4199 2.7443
H33 3.5820 1.1638 1.2782
H34 3.9634 -2.8059 2.5159
H35 2.6943 -3.6414 1.5851
H36 2.2448 -2.5334 2.9005
H37 4.3653 -0.7923 -1.1439
H38 4.0506 -2.5233 -0.9682
H39 6.2426 0.2738 0.0438
H40 8.3961 -0.0025 1.2056
H41 9.0727 -2.2222 2.0560
H42 7.5931 -4.1733 1.7217
H43 5.4394 -3.9073 0.5592

Output
Net charge: +3

---

Which of them is most stable, and which least? Most stable: run b; least stable: run a.

---

Run a
Density functional theory data (the ωB97M-V functional and the def2-TZVPD basis) for a molecular structure, C23H32N4O4S.

Cartesian coordinates (Å):
C1 6.3009 3.3716 -0.9586
C2 6.0050 2.1556 -0.2497
C3 6.7452 1.9001 0.8503
C4 6.3034 0.6582 1.5867
C5 5.1755 -0.2440 1.1002
C6 4.3340 0.1939 0.1925
C7 4.6695 1.2617 -0.4679
C8 3.9907 1.7385 -2.0156
H1 3.3638 0.8899 -2.3007
H2 4.7482 1.9215 -2.6994
H3 3.2933 2.7735 -1.7322
N1 3.1627 -0.3816 -0.3631
C9 3.2640 -2.0660 -0.0325
C10 2.2389 -2.4831 -0.7878
N2 0.8990 -1.9911 -0.7642
C11 -0.1714 -2.7691 -0.0365
O1 0.0879 -4.0825 0.1401
C12 -1.4805 -2.1053 0.1333
H4 -1.5069 -1.1997 -0.7932
C13 -2.6246 -3.0089 0.1059
C14 -3.9614 -2.2737 -0.0957
N3 -3.8925 -0.8874 0.8101
S1 -3.5065 0.4518 -0.2862
O2 -2.4639 1.1708 0.3217
O3 -3.4771 0.1073 -1.9643
C15 -4.9096 1.2707 -0.0928
C16 -6.1166 1.0462 -0.8563
O4 -6.9908 2.2170 -0.3406
N4 -6.5893 2.5852 0.9227
C17 -5.2665 2.1190 1.0413
C18 -4.4185 2.6668 2.0486
H5 -4.7475 3.5164 2.3278
H6 -3.3613 2.5922 1.7936
H7 -4.5664 1.7204 2.8971
C19 -6.5022 0.4320 -2.0880
H8 -6.9660 1.3560 -2.7354
H9 -7.0849 -0.3436 -2.0304
H10 -5.5549 0.1600 -2.2873
C20 -2.9307 -0.9917 1.8341
C21 -1.5779 -1.2563 1.5312
H11 -0.9605 -2.1494 2.3320
H12 -0.9986 -0.4041 1.6599
H13 -3.0544 -0.1036 2.3312
H14 -3.3845 -1.9246 2.5200
H15 -4.3419 -1.9947 -1.0960
H16 -4.5493 -2.8927 0.4934
H17 -2.4471 -3.8377 0.8870
H18 -2.3879 -3.8066 -0.8766
C22 0.9469 -0.4606 -1.0004
H19 -0.1811 -0.0275 -0.6710
C23 1.9972 0.1696 -0.0561
H20 2.0330 1.2310 -0.2758
H21 1.8670 0.0553 0.9507
H22 1.2606 -0.4829 -1.8492
H23 2.2567 -3.7004 -0.4710
H24 2.5599 -2.3512 -1.6614
H25 4.2075 -2.3726 -0.1627
H26 2.8726 -2.0529 1.1848
H27 4.9081 -0.8296 1.8673
H28 6.9781 0.4012 2.7711
H29 7.4984 2.3384 1.0838
H30 6.6650 3.0702 -1.9365
H31 7.0892 3.9257 -0.6015
H32 5.2512 4.0075 -1.0820

---

Run b
Density functional theory data (the ωB97M-V functional and the def2-TZVPD basis) for a single C23H32N4O4S molecule.

Cartesian coordinates (Å):
C1 2.5887 4.4081 0.6336
C2 3.3016 3.1193 0.3681
C3 3.9727 2.8863 -0.8246
C4 4.5828 1.6685 -1.0698
C5 4.5387 0.6508 -0.1251
C6 5.0807 -0.7181 -0.4351
C7 4.2263 -1.3883 -1.5227
N1 2.8159 -1.2658 -1.2303
C8 1.9657 -2.3086 -1.1520
O1 2.3052 -3.4622 -1.3124
C9 0.5167 -1.8948 -0.9085
C10 -0.2100 -1.8648 -2.2606
C11 -1.6839 -1.5233 -2.0568
C12 -2.3186 -2.5300 -1.0954
N2 -1.5925 -2.6381 0.1441
S1 -2.0674 -1.7071 1.4337
O2 -1.5257 -2.3165 2.6123
O3 -3.4917 -1.5534 1.3293
C13 -1.3236 -0.1117 1.2741
C14 -0.0820 0.3410 1.7911
C15 0.8900 -0.4380 2.5937
N3 0.1156 1.5902 1.4617
O4 -0.9706 2.0082 0.7365
C16 -1.8525 0.9939 0.6274
C17 -3.0887 1.1430 -0.0500
C18 -3.4496 2.3055 -0.6492
N4 -4.6257 2.5615 -1.2431
C19 -4.8369 3.7634 -2.0048
C20 -5.6569 1.5567 -1.3193
C21 -0.1836 -2.9035 0.0123
C22 3.8975 0.8982 1.0828
C23 3.2889 2.1136 1.3270
H1 3.0378 4.9235 1.4817
H2 1.5485 4.2025 0.8810
H3 2.6267 5.0652 -0.2319
H4 4.0108 3.6612 -1.5775
H5 5.0929 1.5051 -2.0089
H6 5.0647 -1.3310 0.4670
H7 6.1104 -0.6571 -0.7921
H8 4.4284 -0.9186 -2.4923
H9 4.4469 -2.4548 -1.5935
H10 2.4865 -0.3289 -1.0517
H11 0.4837 -0.8959 -0.4632
H12 0.2614 -1.1316 -2.9196
H13 -0.1186 -2.8484 -2.7265
H14 -2.2115 -1.5527 -3.0116
H15 -1.7758 -0.5150 -1.6472
H16 -3.3381 -2.2463 -0.8337
H17 -2.3359 -3.5218 -1.5616
H18 1.6044 -0.9355 1.9380
H19 1.4359 0.2261 3.2575
H20 0.3551 -1.1936 3.1638
H21 -3.7277 0.2787 -0.0018
H22 -2.7435 3.1254 -0.6499
H23 -4.9195 3.5395 -3.0735
H24 -4.0076 4.4512 -1.8574
H25 -5.7591 4.2552 -1.6852
H26 -6.6059 2.0355 -1.5536
H27 -5.4367 0.8139 -2.0926
H28 -5.7491 1.0436 -0.3629
H29 0.2364 -2.8843 1.0181
H30 -0.0432 -3.9076 -0.4023
H31 3.8738 0.1248 1.8371
H32 2.7747 2.2832 2.2598

Output
SMILES string: Cc1ccc(CCNC(=O)[C@H]2CCCN(S(=O)(=O)c3c(C)noc3/C=C/N(C)C)C2)cc1

---

Which of them is most stable, and which least? Most stable: run b; least stable: run a.

---

Run a
Density functional theory data (the ωB97M-V functional and the def2-TZVPD basis) for a single C21H29N3O4S molecule.

Cartesian coordinates (Å):
C1 0.4076 1.2255 6.6019
C2 0.1953 0.9202 5.1241
C3 1.4815 1.0027 4.3112
O1 2.4326 0.0308 4.7507
C4 1.2468 0.7181 2.8308
C5 2.5507 0.7661 2.0272
C6 0.2927 1.7499 2.2508
O2 0.3203 2.9208 2.6019
N1 -0.5768 1.3326 1.2986
C7 -1.4349 2.2999 0.6129
C8 -2.1741 1.4472 -0.4121
C9 -1.1773 0.3250 -0.7292
N2 -0.0375 0.8369 -1.5099
C10 -0.1541 1.2459 -2.7995
O3 -1.1865 1.6191 -3.3243
C11 1.1329 1.0624 -3.5997
N3 1.3147 -0.3584 -3.8621
C12 0.4717 -1.0188 -4.8402
S1 1.1549 -2.6930 -5.0038
C13 1.8673 -2.6155 -3.3457
C14 1.9286 -1.1539 -2.9524
O4 2.4438 -0.7514 -1.9207
C15 -1.7474 -0.8963 -1.4298
C16 -1.1765 -2.1510 -1.2212
C17 -1.6287 -3.2621 -1.9176
C18 -2.6644 -3.1343 -2.8326
C19 -3.2502 -1.8935 -3.0338
C20 -2.7971 -0.7816 -2.3358
C21 -0.6308 0.0216 0.6717
H1 -0.5374 1.2191 7.1451
H2 1.0526 0.4858 7.0818
H3 0.8588 2.2114 6.7345
H4 -0.2231 -0.0841 5.0036
H5 -0.5197 1.6327 4.7082
H6 1.9025 2.0102 4.4038
H7 2.6876 0.2426 5.6529
H8 0.8115 -0.2830 2.7637
H9 2.3871 0.5277 0.9738
H10 2.9786 1.7684 2.0825
H11 3.2684 0.0565 2.4317
H12 -2.0996 2.7965 1.3188
H13 -0.8200 3.0699 0.1432
H14 -3.0645 0.9948 0.0300
H15 -2.4632 2.0075 -1.2963
H16 0.8668 0.4420 -1.2727
H17 1.0416 1.5971 -4.5422
H18 2.0045 1.4159 -3.0501
H19 -0.5706 -1.0402 -4.5108
H20 0.5350 -0.5133 -5.8028
H21 1.2534 -3.1353 -2.6097
H22 2.8692 -3.0378 -3.3319
H23 -0.3600 -2.2660 -0.5172
H24 -1.1747 -4.2296 -1.7425
H25 -3.0154 -3.9986 -3.3810
H26 -4.0627 -1.7858 -3.7408
H27 -3.2471 0.1847 -2.5138
H28 0.3518 -0.4492 0.6344
H29 -1.3159 -0.6548 1.1926

Output
SMILES string: CC[C@@H](O)[C@H](C)C(=O)N1CC[C@](NC(=O)CN2CSCC2=O)(c2ccccc2)C1

---

Run b
Density functional theory data (the ωB97M-V functional and the def2-TZVPD basis) for a molecular structure, C21H29N3O4S.

Cartesian coordinates (Å):
C1 -2.7526 -5.0698 -0.8085
H1 -3.4276 -5.3238 -1.6232
H2 -2.8722 -5.4861 0.0202
H3 -1.7713 -5.4016 -1.2907
O1 -2.7130 -3.8441 -0.8469
C2 -3.9145 -3.1723 -0.2040
O2 -4.9610 -3.8232 0.1556
C3 -3.7392 -1.5925 -0.2205
C4 -2.6032 -0.9342 -0.5445
C5 -2.3991 0.3789 -0.3097
N1 -1.3401 1.2950 -0.6071
C6 -0.4686 0.8860 -1.7056
N2 0.7983 1.3220 -1.6545
C7 1.8098 1.4931 -2.5273
C8 2.9570 0.5578 -2.1894
H4 3.7121 0.6107 -2.6559
H5 2.6910 -0.6312 -1.9642
C9 3.3995 0.9853 -0.5782
N3 3.5142 0.1404 0.3269
C10 4.5758 -0.7368 0.5931
C11 4.6326 -1.4456 1.7621
C12 3.3237 -2.2020 2.2531
C13 2.1914 -1.3286 1.9424
C14 2.1738 -0.7646 0.6684
H6 1.3344 -0.0570 0.0905
H7 2.3312 -1.6077 -0.2612
H8 2.1800 -0.8328 2.6315
H9 1.3309 -1.8851 1.9567
H10 3.3788 -2.7433 3.2206
H11 3.4660 -3.1730 1.4660
H12 4.7428 -0.5458 2.5592
H13 5.5535 -2.0716 1.7934
H14 5.5134 -0.1076 0.3546
H15 4.6002 -1.6946 -0.3266
C15 2.6538 2.2502 -0.2246
H16 3.1113 3.3437 -0.7941
H17 2.9621 2.5301 0.6403
C16 1.1610 2.2761 -0.0971
H18 0.7159 1.8279 0.5407
H19 0.6486 3.4077 -0.3259
H20 4.5688 1.2616 -0.5718
H21 1.2051 1.0096 -3.2048
H22 2.0134 2.3742 -2.7983
S1 -0.7084 -0.4469 -2.7834
H23 -1.3946 2.1266 -0.3702
C17 -3.3645 1.0769 0.2497
C18 -4.6076 0.3482 0.6533
C19 -4.6682 -1.0463 0.4613
H24 -5.6737 -1.3415 0.5768
H25 -5.6386 1.0841 1.0843
C20 -3.4123 2.6416 0.4362
O3 -2.4003 3.3078 0.3214
O4 -4.4176 3.2006 0.7354
C21 -4.5296 4.4563 1.1618
H26 -3.7890 4.7212 1.9880
H27 -4.2433 5.1664 0.3701
H28 -5.6378 4.7470 1.2633
H29 -1.8023 -1.5174 -0.7886

---

Which of them is most stable, and which least? Most stable: run a; least stable: run b.

---

Run a
Density functional theory data (the ωB97M-V functional and the def2-TZVPD basis) for a single C2H5P molecule.

Cartesian coordinates (Å):
C1 0.3202 1.0853 0.9574
P1 0.4903 0.0369 -0.3634
C2 -0.7443 -1.1219 -0.6181
H1 1.2045 1.6984 1.0741
H2 -0.6418 1.5192 1.0879
H3 1.4665 -0.2479 -1.3499
H4 -0.8503 -1.8297 -1.3896
H5 -1.7501 -1.0103 0.0186

Output
SMILES string: C=[PH]=C

---

Run b
Density functional theory data (the ωB97M-V functional and the def2-TZVPD basis) for a single C2H5P molecule.

Cartesian coordinates (Å):
C1 -0.2967 0.7065 0.2432
C2 -0.2828 -0.7794 0.1731
P1 1.3917 -0.0141 -0.0138
H1 -0.7522 1.2642 -0.5601
H2 -0.2705 1.3555 1.2409
H3 -0.4671 -1.3741 1.0567
H4 -0.7066 -1.2056 -0.7289
H5 1.3842 0.0471 -1.4112

Output
SMILES string: C1CP1

---

Run c
Density functional theory data (the ωB97M-V functional and the def2-TZVPD basis) for a single C2H5P molecule.

Cartesian coordinates (Å):
C1 -0.5746 -0.4858 0.2430
C2 0.8017 -0.0493 -0.1244
P1 0.0778 0.8462 1.3219
H1 -1.4054 -0.2388 -0.2273
H2 -0.6356 -1.4873 0.5213
H3 1.5261 -0.7341 0.2207
H4 1.1594 0.5107 -1.0609
H5 -0.4345 1.8384 0.4437

Output
SMILES string: C1CP1

---

Run d
Density functional theory data (the ωB97M-V functional and the def2-TZVPD basis) for 2 unconnected molecules or ions with the total composition C2H5P.

Cartesian coordinates (Å):
C1 3.3513 0.7795 0.4849
P1 2.8653 -0.5532 -0.1379
H1 3.9406 1.6151 0.6604
C2 -0.7196 1.0554 -0.1618
H2 -1.6200 0.7413 -0.5663
H3 -0.4812 2.1204 -0.4549
H4 0.0915 0.3087 -0.3208
H5 -0.7421 0.9276 0.9263

Output
SMILES string: C#P.C

---

Which of them is most stable, and which least? Most stable: run b; least stable: run a.